{"formula": "C14H29AlO9PS", "method": "the ωB97M-V functional and the def2-TZVPD basis", "symbols": ["C", "C", "Al", "P", "S", "H", "H", "H", "H", "H", "C", "C", "O", "C", "O", "O", "C", "H", "H", "H", "H", "H", "H", "H", "H", "C", "C", "O", "C", "O", "O", "C", "H", "H", "H", "H", "H", "H", "H", "H", "C", "C", "O", "C", "O", "O", "C", "H", "H", "H", "H", "H", "H", "H", "H"], "xyz": [[7.17977, -6.55918, -1.65252], [6.14421, -5.94912, -1.75867], [4.54324, -4.73740, -1.95975], [5.34046, -2.47861, -1.98006], [7.10189, -2.38924, -1.04091], [8.16754, -6.88010, -1.79321], [3.91293, -5.01218, -3.40628], [3.54029, -4.95469, -0.73554], [5.44699, -1.94297, -3.29094], [4.48705, -1.60394, -1.24972], [-2.47224, -4.67386, -2.14899], [-1.53594, -4.23371, -1.04276], [-0.27606, -3.79465, -1.55788], [-0.26758, -2.58014, -2.09957], [-1.20953, -1.83141, -2.18183], [0.95911, -2.33818, -2.54447], [1.10608, -1.09781, -3.23520], [-1.99315, -5.42956, -2.77273], [-3.38870, -5.08992, -1.72912], [-2.73895, -3.83774, -2.79440], [-1.30923, -5.07679, -0.39274], [-1.98266, -3.45346, -0.42474], [0.74582, -0.26713, -2.63054], [0.57531, -1.13380, -4.18583], [2.16827, -0.96867, -3.42360], [-0.94478, 1.81491, 3.69102], [0.51533, 1.44819, 3.85323], [0.76966, 0.10351, 3.43495], [0.82001, -0.07405, 2.11197], [0.69469, 0.78748, 1.28069], [1.02760, -1.36360, 1.87420], [1.02473, -1.70903, 0.48327], [-1.57952, 1.09349, 4.20852], [-1.13823, 2.80947, 4.09431], [-1.23684, 1.81072, 2.64183], [0.79464, 1.49094, 4.90505], [1.16420, 2.13894, 3.31448], [1.72816, -1.09457, -0.07350], [0.01931, -1.59542, 0.08528], [1.32981, -2.74829, 0.40600], [-4.53085, 7.09147, 2.31491], [-3.07401, 6.70320, 2.45936], [-2.84122, 5.35132, 2.04869], [-2.80526, 5.15405, 0.72974], [-2.93065, 6.00035, -0.11604], [-2.61145, 3.85658, 0.51429], [-2.63084, 3.47603, -0.86395], [-5.16773, 6.38250, 2.84593], [-4.70066, 8.09022, 2.71794], [-4.83686, 7.08683, 1.26965], [-2.78218, 6.74671, 3.50738], [-2.42145, 7.38075, 1.90866], [-1.93006, 4.07137, -1.44443], [-3.63821, 3.57770, -1.26566], [-2.33231, 2.43250, -0.90576]], "atomic_forces_ev_per_a": [[0.0, 0.3, -0.4], [-1.0, 0.8, 0.1], [0.2, -1.2, -0.1], [0.7, -0.3, 0.8], [0.2, 0.2, -0.1], [0.6, -0.5, 0.2], [-0.1, 0.1, -0.1], [-0.1, 0.2, 0.1], [-0.4, 0.3, 0.2], [-0.2, 0.1, -0.7], [0.0, 0.1, -0.2], [-0.4, -0.2, 0.1], [0.0, 0.0, 0.1], [0.0, -0.2, -0.3], [-0.1, 0.1, 0.0], [0.1, 0.0, 0.0], [0.2, 0.2, -0.1], [0.0, -0.1, 0.1], [0.0, 0.0, 0.0], [0.0, 0.0, 0.1], [0.2, 0.0, 0.0], [0.0, 0.1, -0.1], [-0.1, 0.0, 0.0], [-0.1, 0.0, 0.1], [0.0, -0.2, 0.1], [-0.1, -0.1, -0.2], [-0.1, 0.4, 0.2], [0.1, 0.0, 0.1], [0.0, -0.2, 0.0], [0.0, 0.1, -0.1], [0.0, 0.0, 0.0], [0.2, -0.2, -0.1], [0.0, 0.0, 0.1], [0.0, 0.0, 0.0], [0.1, 0.1, 0.0], [0.1, -0.2, 0.0], [0.0, -0.1, -0.1], [0.0, 0.1, 0.0], [0.0, 0.2, 0.0], [0.0, 0.0, 0.2], [-0.1, -0.1, -0.2], [-0.1, 0.4, 0.2], [0.1, 0.0, 0.1], [0.0, -0.2, 0.1], [0.0, 0.1, -0.1], [0.0, 0.0, 0.0], [0.1, -0.2, -0.2], [0.0, 0.0, 0.1], [0.0, 0.0, 0.0], [0.1, 0.1, 0.0], [0.1, -0.2, 0.0], [0.0, -0.1, -0.1], [-0.1, 0.1, 0.0], [0.0, 0.1, 0.0], [0.0, 0.0, 0.2]], "mulliken_charge": [0.514, -0.884, -0.157, 0.044, -0.544, 0.384, -0.196, -0.177, 0.034, -0.022, -1.145, -0.209, -0.179, 0.516, -0.589, -0.140, -0.736, 0.292, 0.377, 0.303, 0.376, 0.285, 0.315, 0.308, 0.202, -0.959, -0.221, -0.394, 0.759, -0.578, -0.399, -0.454, 0.288, 0.340, 0.224, 0.299, 0.306, 0.261, 0.197, 0.361, -1.100, -0.211, -0.315, 0.743, -0.570, -0.266, -0.657, 0.291, 0.355, 0.311, 0.292, 0.315, 0.318, 0.299, 0.193], "total_charge": -1, "energy_ha": -2210.01834, "orbital_gap_ev": 6.11}